DFT (ωB97M-V/def2-TZVPD) results for 2 unconnected molecules or ions with the total composition CH4IN2.

Values from the calculation:
- net charge = +1
- energy relative to the best compared isomer or geometry (same formula, charge and spin) (kJ/mol) = 186.8
- HOMO (Ha) = -0.4715
- orbital gap (Eh) = 0.3009
- LUMO (eV) = -4.64

Atoms and positions in Å:
C: 1.3148 -0.0120 -0.0309
N: 0.9271 1.1146 0.2896
N: 1.4934 -1.1342 -0.1626
I: -3.7501 0.0522 -0.0151
H: -3.6062 -1.3584 -0.5472
H: 0.5465 1.7759 -0.2778
H: 1.0742 1.5007 1.2259
H: 2.0003 -1.9388 -0.4818

Atoms 1-6, force components in eV/Å:
0.102 -1.950 -0.107
0.480 1.921 3.366
0.349 -1.173 -0.577
-0.144 2.158 0.811
0.204 -2.150 -0.812
-1.407 1.906 -2.633

In elementary charge units, the Löwdin charges are: -0.1498 0.2809 0.3902 0.4329 -0.4277 0.1237 0.1912 0.1586


DFT (ωB97M-V/def2-TZVPD) results for 2 unconnected molecules or ions with the total composition CH4IN3O2.

Values from the calculation:
- net charge = 0
- energy relative to the best compared isomer or geometry (same formula, charge and spin) (kJ/mol) = 77.3
- HOMO (spin up / spin down) (Ha) = -0.3662 / -0.3246
- orbital gap (spin up / spin down) (Eh) = 0.3241 / 0.2121
- LUMO (spin up / spin down) (eV) = -1.15 / -3.06

Atoms and positions in Å:
C: -0.1023 0.0791 -0.2909
N: -0.3108 1.2454 1.7482
N: 0.1904 -0.8654 -2.4358
N: 0.1448 1.2789 0.5119
O: -0.5767 -0.9727 0.1517
O: 0.4393 0.2720 -1.4924
I: 0.7494 0.1043 4.3732
H: -0.9900 0.6537 2.2644
H: 0.0155 2.0336 2.2604
H: -0.0792 -1.5671 -1.7364
H: 1.0634 -0.9103 -2.9191

Atoms 1-6, force components in eV/Å:
0.098 -0.558 2.163
0.113 -0.355 -0.336
-1.443 1.757 1.923
-0.611 -1.585 -0.388
0.505 1.833 -1.138
-0.507 -0.382 -0.537

Atom charges from the Löwdin analysis, given in e for atoms 1 to 8: -0.5249 -0.0371 0.1248 0.0872 0.0536 -0.0426 0.0823 0.0583


DFT (ωB97M-V/def2-TZVPD) results for a single CH4INO molecule.

Values from the calculation:
- net charge = 0
- energy relative to the best compared isomer or geometry (same formula, charge and spin) (kJ/mol) = 123.2
- HOMO (Ha) = -0.3166
- orbital gap (Eh) = 0.3336
- SMILES = NOCI
- LUMO (eV) = 0.46

Atoms and positions in Å:
C: -0.6650 0.8974 -0.0690
N: 0.9202 -1.0441 0.0468
O: 0.5547 0.0330 -0.7472
I: -2.5117 -0.0697 0.0367
H: -0.6425 1.8733 -0.6047
H: -0.1954 0.9911 0.9529
H: 1.1581 -1.9260 -0.5399
H: 1.3815 -0.7550 0.9245

Atoms 1-6, force components in eV/Å:
4.045 -1.260 0.107
-0.665 -1.663 -0.239
-2.072 1.852 0.531
0.067 -0.012 -0.143
-0.203 -1.056 0.207
-1.117 0.165 -0.941

In elementary charge units, the Löwdin charges are: -0.6423 -0.0909 -0.3432 0.7648 0.0513 0.0432 0.1327 0.0844


DFT (ωB97M-V/def2-TZVPD) results for a single CH4INO molecule.

Values from the calculation:
- net charge = 0
- energy relative to the best compared isomer or geometry (same formula, charge and spin) (kJ/mol) = 347.2
- HOMO (spin up / spin down) (Ha) = -0.2793 / -0.3289
- orbital gap (spin up / spin down) (Eh) = 0.2612 / 0.3246
- LUMO (spin up / spin down) (eV) = -0.49 / -0.12

Atoms and positions in Å:
C: -1.1402 -2.0446 0.1273
N: 1.0593 1.6918 -0.3526
O: -0.0649 1.6977 0.4184
I: -1.5205 -0.1293 -0.2395
H: -0.2529 -2.4617 -0.3626
H: -1.1320 -2.5287 1.0943
H: 1.1846 2.6239 -0.8164
H: 1.8667 1.1508 0.1310

Atoms 1-6, force components in eV/Å:
1.472 -1.252 -0.048
-0.149 -0.086 1.602
2.208 0.509 -0.760
-0.883 -0.489 -0.131
-0.467 0.384 -0.592
-0.873 0.590 0.480

In elementary charge units, the Löwdin charges are: -0.6373 -0.1261 -0.5225 1.1501 -0.0510 -0.0474 0.1059 0.1283


DFT (ωB97M-V/def2-TZVPD) results for 2 unconnected molecules or ions with the total composition CH4INS.

Values from the calculation:
- net charge = 0
- energy relative to the best compared isomer or geometry (same formula, charge and spin) (kJ/mol) = 336.0
- HOMO (spin up / spin down) (Ha) = -0.3311 / -0.3219
- orbital gap (spin up / spin down) (Eh) = 0.2741 / 0.2740
- LUMO (spin up / spin down) (eV) = -1.55 / -1.30

Atoms and positions in Å:
C: 0.4095 -0.3572 -0.2818
N: -0.6334 -0.4452 0.7372
S: -1.2190 1.9110 0.4921
I: -0.3838 -0.8635 2.5675
H: 1.0179 -1.2015 -0.0592
H: 0.0006 -0.5214 -1.2986
H: 1.0098 0.6215 -0.2121
H: -2.5353 1.7759 1.0864

Atoms 1-6, force components in eV/Å:
0.593 0.926 0.645
-2.056 2.716 -3.517
-1.881 -1.636 1.202
0.909 -0.437 2.189
1.201 -0.607 -0.098
-0.133 0.485 0.704

In elementary charge units, the Löwdin charges are: -0.3478 -0.8617 0.3583 0.8429 0.0343 0.0808 0.0692 -0.1760


DFT (ωB97M-V/def2-TZVPD) results for 2 unconnected molecules or ions with the total composition CH4IO.

Values from the calculation:
- net charge = -1
- energy relative to the best compared isomer or geometry (same formula, charge and spin) (kJ/mol) = 30.7
- HOMO (Ha) = -0.1243
- orbital gap (Eh) = 0.2640
- LUMO (eV) = 3.80

Atoms and positions in Å:
I: -1.5269 -1.0031 3.1505
C: 0.3067 0.2643 -0.8426
O: 0.2512 -0.7053 0.1591
H: 1.0375 1.0357 -0.5995
H: 0.5879 -0.1624 -1.8054
H: -0.6370 0.7861 -1.0011
H: -0.0195 -0.2153 0.9390

Atoms 1-6, force components in eV/Å:
-0.014 0.152 0.084
0.180 0.453 -0.394
0.221 0.027 -0.642
0.290 0.217 -0.069
0.079 -0.295 0.085
-0.362 -0.026 0.054

In elementary charge units, the Löwdin charges are: -0.7098 -0.2172 -0.1889 0.0641 0.0663 0.0682 -0.0828


DFT (ωB97M-V/def2-TZVPD) results for 2 unconnected molecules or ions with the total composition CH4IOP.

Values from the calculation:
- net charge = 0
- energy relative to the best compared isomer or geometry (same formula, charge and spin) (kJ/mol) = 237.9
- HOMO (spin up / spin down) (Ha) = -0.2798 / -0.2793
- orbital gap (spin up / spin down) (Eh) = 0.2656 / 0.2843
- LUMO (spin up / spin down) (eV) = -0.39 / 0.13

Atoms and positions in Å:
C: -0.6690 0.6878 -0.1064
O: -1.5905 0.7088 0.8740
P: 1.2068 -1.2316 0.5658
I: 3.2426 -0.2194 -0.2035
H: 0.1709 1.4009 0.0584
H: -0.8056 0.2847 -1.0975
H: -2.4740 0.1854 0.5932
H: 0.9188 -1.8165 -0.6840

Atoms 1-6, force components in eV/Å:
2.812 -0.648 1.451
-3.094 -1.599 -1.590
-1.629 0.825 -0.178
0.365 0.340 -0.187
-1.080 -0.472 -0.276
-0.534 0.052 0.015

In elementary charge units, the Löwdin charges are: -0.2044 -0.1033 0.1419 0.1424 0.0459 0.0515 0.1853 -0.2593


DFT (ωB97M-V/def2-TZVPD) results for 2 unconnected molecules or ions with the total composition CH4IOP.

Values from the calculation:
- net charge = 0
- spin multiplicity = 3
- energy relative to the best compared isomer or geometry (same formula, charge and spin) (kJ/mol) = 52.2
- HOMO (spin up / spin down) (Ha) = -0.2706 / -0.3608
- expectation value of S² = 2.006
- orbital gap (spin up / spin down) (Eh) = 0.2914 / 0.3228
- LUMO (spin up / spin down) (eV) = 0.57 / -1.03

Atoms and positions in Å:
C: -1.4701 0.3247 -0.5817
O: -1.3604 -0.5085 0.5075
P: -0.0948 -1.0199 1.4267
I: 2.7769 0.7912 -1.1339
H: -0.5813 0.5031 -1.1851
H: -2.5113 0.2754 -1.0796
H: -0.9467 -1.4379 2.5578
H: 4.1876 1.0719 -0.5117

Atoms 1-6, force components in eV/Å:
-1.121 -0.537 -0.597
-1.095 0.079 -0.171
-0.157 -0.015 0.448
-0.730 -0.146 -0.358
-0.126 0.033 0.166
1.963 0.119 0.993

In elementary charge units, the Löwdin charges are: -0.0984 -0.6394 0.7679 0.3939 0.0060 0.0862 -0.1338 -0.3824


DFT (ωB97M-V/def2-TZVPD) results for a molecular structure, CH4IOPS.

Values from the calculation:
- net charge = 0
- energy relative to the best compared isomer or geometry (same formula, charge and spin) (kJ/mol) = 373.5
- HOMO (spin up / spin down) (Ha) = -0.2920 / -0.2920
- orbital gap (spin up / spin down) (Eh) = 0.2780 / 0.2779
- LUMO (spin up / spin down) (eV) = -0.38 / -0.38

Atoms and positions in Å:
C: -0.7562 1.5045 -0.2941
O: -0.7095 -2.2654 0.3531
P: 0.9480 -0.0387 0.9922
S: 0.6528 -1.5569 -0.3165
I: 2.9361 0.7386 -0.2123
H: -0.5783 1.0553 -1.2997
H: -0.4353 2.4816 0.0459
H: -1.6751 1.1655 0.1813
H: -0.3825 -3.0844 0.5502

Atoms 1-6, force components in eV/Å:
1.554 -2.339 1.340
-0.889 3.327 -0.944
-1.658 2.699 -0.587
0.126 -0.897 -1.299
-0.228 -0.119 0.081
0.076 0.887 0.937

Atom charges from the Löwdin analysis, given in e for atoms 1 to 8: -0.1093 -0.4903 0.0877 0.3293 0.2794 -0.0008 -0.0248 -0.0229


DFT (ωB97M-V/def2-TZVPD) results for a gas-phase ion, CH4N (charge +1).

Values from the calculation:
- net charge = +1
- energy relative to the best compared isomer or geometry (same formula, charge and spin) (kJ/mol) = 639.9
- HOMO (Ha) = -0.6824
- orbital gap (Eh) = 0.2819
- LUMO (eV) = -10.90

Atoms and positions in Å:
C: -0.5095 -0.0841 0.0547
N: 0.9181 -0.1298 0.0237
H: -0.8225 0.6925 0.7876
H: -0.8847 0.0659 -0.9266
H: -0.2049 -1.0930 0.3683
H: 1.5035 0.5485 -0.3078

Force components x, y, z for each atom (eV/Å):
4.816 -2.848 0.735
-1.101 -0.064 2.077
-0.200 -0.071 0.283
-0.797 0.973 -1.387
-4.692 -1.256 0.864
1.974 3.267 -2.573

In elementary charge units, the Löwdin charges are: 0.0461 0.4016 0.2035 0.1403 0.1196 0.0890